1.
{"formula": "C36H45As2FeN3S4Si3", "method": "the ωB97M-V functional and the def2-TZVPD basis", "species": ["Fe", "C", "C", "N", "C", "C", "C", "C", "C", "C", "C", "C", "C", "N", "C", "H", "H", "H", "H", "H", "H", "H", "H", "C", "C", "C", "C", "C", "C", "C", "C", "C", "C", "C", "C", "C", "C", "C", "N", "H", "H", "H", "H", "H", "H", "H", "H", "H", "H", "S", "As", "S", "S", "S", "C", "Si", "C", "C", "As", "Si", "C", "C", "C", "Si", "C", "C", "C", "H", "H", "H", "H", "H", "H", "H", "H", "H", "H", "H", "H", "H", "H", "H", "H", "H", "H", "H", "H", "H", "H", "H", "H", "H", "H", "H"], "xyz": [[1.7581, 1.5710, 0.1236], [5.7171, 0.3583, 1.4938], [4.6696, 0.7845, 0.7241], [3.4345, 1.0360, 1.2275], [3.2265, 0.7674, 2.5478], [4.2657, 0.3623, 3.4187], [5.5461, 0.1563, 2.8826], [3.9525, 0.1932, 4.8016], [2.6967, 0.4003, 5.3047], [1.6371, 0.7521, 4.4369], [0.3094, 0.9981, 4.8564], [-0.6566, 1.3167, 3.9430], [-0.3050, 1.3436, 2.5717], [0.9167, 1.1216, 2.1562], [1.9130, 0.8822, 3.0580], [6.6790, 0.1918, 1.0242], [4.7800, 0.9683, -0.3373], [6.3604, -0.1675, 3.5169], [4.7604, -0.0959, 5.4661], [2.4991, 0.2965, 6.3659], [0.0790, 0.9565, 5.9165], [-1.6689, 1.5623, 4.2315], [-1.0428, 1.5663, 1.8101], [1.6990, -2.7620, -0.0758], [2.1777, -3.0048, -1.3597], [2.4240, -1.9315, -2.1940], [2.2001, -0.6291, -1.7397], [1.7273, -0.3600, -0.4512], [1.4751, -1.4658, 0.3623], [2.5106, 0.5246, -2.5986], [2.3595, 0.4567, -4.0095], [2.5835, 1.5776, -4.7494], [3.0221, 2.7679, -4.1163], [3.3099, 3.9531, -4.8305], [3.7669, 5.0603, -4.1713], [3.9646, 5.0194, -2.7761], [3.6824, 3.8904, -2.0592], [3.1825, 2.7443, -2.7175], [2.8803, 1.6314, -1.9804], [1.5061, -3.5939, 0.5940], [2.3609, -4.0185, -1.6982], [2.8143, -2.1036, -3.1917], [1.1057, -1.3094, 1.3695], [2.0065, -0.4600, -4.4599], [2.4236, 1.5802, -5.8224], [3.1464, 3.9672, -5.9028], [3.9620, 5.9776, -4.7126], [4.3105, 5.9055, -2.2597], [3.7805, 3.8596, -0.9853], [0.1681, 5.5108, -1.8239], [-0.0511, 4.1720, -0.1944], [1.8847, 3.7790, 0.7993], [-0.2364, 2.0677, -0.9416], [-1.5764, 4.5968, 1.2242], [-1.3606, -1.6233, -3.0933], [-2.3647, -2.4347, -1.7321], [-1.6680, -4.1611, -1.4309], [-4.1273, -2.7291, -2.3565], [-2.1272, -1.0408, 0.1444], [-3.9480, 0.4078, -0.2378], [-5.6606, -0.3845, -0.0758], [-3.8538, 1.7785, 1.0202], [-3.7548, 1.1369, -1.9585], [-2.9672, -2.4813, 1.7854], [-4.4562, -3.5674, 1.3552], [-3.4254, -1.4595, 3.2976], [-1.5581, -3.6382, 2.2773], [-1.4926, -2.1444, -4.0464], [-0.3052, -1.6526, -2.8197], [-1.6250, -0.5736, -3.2280], [-1.6651, -4.6821, -2.3933], [-2.2726, -4.7428, -0.7332], [-0.6463, -4.1281, -1.0615], [-4.0626, -3.3706, -3.2408], [-4.6531, -1.8176, -2.6372], [-4.7305, -3.2456, -1.6087], [-5.8717, -0.6425, 0.9632], [-5.7872, -1.2794, -0.6820], [-6.4039, 0.3532, -0.3907], [-3.9069, 1.4111, 2.0482], [-4.6960, 2.4601, 0.8659], [-2.9392, 2.3708, 0.9428], [-3.9550, 0.4331, -2.7686], [-2.7427, 1.5286, -2.0752], [-4.4442, 1.9801, -2.0542], [-5.3359, -2.9872, 1.0813], [-4.7011, -4.1711, 2.2344], [-4.2348, -4.2498, 0.5337], [-2.5553, -0.9290, 3.6806], [-4.1897, -0.7126, 3.0770], [-3.8079, -2.1147, 4.0859], [-0.9870, -3.9898, 1.4176], [-1.9535, -4.5104, 2.8058], [-0.8616, -3.1220, 2.9398]], "atomic_forces_ev_per_a": [[-0.2, -0.2, 0.4], [0.1, 0.0, -0.1], [0.2, 0.1, 0.0], [-0.2, 0.0, -0.2], [0.0, -0.1, 0.2], [0.0, 0.0, 0.0], [0.0, 0.0, -0.1], [-0.1, 0.0, 0.2], [0.1, 0.0, -0.1], [-0.2, 0.0, 0.2], [0.2, 0.0, 0.0], [0.1, 0.0, -0.2], [0.2, -0.1, 0.0], [-0.2, 0.2, -0.1], [-0.1, 0.0, -0.1], [0.0, 0.0, 0.0], [0.0, 0.0, 0.0], [0.0, 0.0, 0.0], [0.0, 0.0, 0.0], [0.0, 0.0, 0.0], [0.0, 0.0, 0.0], [0.0, 0.0, 0.0], [0.0, 0.0, 0.0], [-0.1, 0.0, 0.1], [0.0, -0.1, 0.0], [0.0, 0.0, 0.0], [0.1, -0.1, 0.0], [0.0, 0.1, -0.1], [0.0, 0.0, 0.1], [0.1, 0.3, 0.0], [0.1, 0.3, 0.0], [0.0, 0.0, 0.1], [0.0, -0.1, -0.2], [0.0, 0.1, 0.0], [0.0, -0.1, 0.0], [0.0, -0.1, 0.1], [0.0, 0.0, -0.1], [0.0, -0.1, 0.1], [0.0, -0.2, -0.2], [0.0, 0.0, 0.0], [0.0, 0.0, 0.0], [0.0, 0.0, 0.0], [0.0, 0.0, 0.0], [0.0, 0.0, 0.0], [0.0, 0.0, 0.0], [0.0, 0.0, 0.0], [0.0, 0.0, 0.0], [0.0, 0.0, 0.0], [0.0, 0.0, 0.0], [0.0, -0.1, 0.1], [-0.1, 0.2, -0.2], [0.0, -0.1, 0.0], [0.3, -0.1, 0.2], [0.1, 0.0, -0.1], [-0.1, -0.1, 0.0], [0.0, 0.1, 0.0], [-0.1, 0.1, -0.1], [0.1, 0.0, 0.0], [0.0, -0.2, 0.0], [0.1, 0.1, 0.0], [0.1, 0.1, 0.0], [-0.1, -0.1, 0.1], [-0.1, 0.0, 0.1], [0.0, 0.1, -0.1], [0.1, 0.0, 0.1], [-0.1, -0.1, 0.0], [-0.1, 0.0, 0.0], [0.0, 0.0, 0.0], [0.1, 0.0, 0.0], [0.0, 0.0, 0.0], [0.0, -0.1, 0.0], [0.0, 0.0, 0.0], [0.1, 0.1, 0.0], [0.0, 0.0, 0.0], [0.1, 0.1, 0.0], [0.0, 0.0, 0.0], [0.0, 0.0, 0.1], [0.0, 0.0, 0.0], [-0.1, 0.0, 0.0], [-0.1, -0.1, 0.0], [0.0, 0.1, 0.0], [0.0, 0.1, -0.1], [0.0, 0.0, 0.0], [0.0, 0.0, 0.0], [0.0, 0.0, 0.0], [0.0, 0.1, 0.0], [0.0, 0.0, 0.0], [0.0, 0.0, 0.0], [0.1, 0.0, 0.0], [0.0, 0.0, 0.0], [0.0, 0.0, 0.1], [0.0, 0.0, -0.1], [0.0, 0.0, 0.0], [0.0, 0.0, 0.0]], "mulliken_spin": [3.1476, 0.0008, 0.0950, 0.2036, 0.0828, -0.1098, 0.4313, 0.0595, -0.0151, 0.0402, -0.0339, 0.0599, -0.0127, 0.0722, 0.0825, 0.0008, 0.0548, 0.0362, -0.0055, 0.0015, 0.0013, 0.0046, -0.0067, -0.0111, -0.0025, -0.0163, -0.0406, -0.0636, -0.0054, -0.0529, -0.0097, 0.0041, -0.0076, 0.0014, -0.0001, -0.0020, -0.0134, 0.0212, 0.0532, -0.0007, 0.0002, 0.0011, -0.0006, 0.0003, 0.0006, 0.0001, 0.0000, -0.0003, 0.0131, -0.0037, -0.0001, 0.0037, -0.0556, -0.0035, -0.0002, -0.0001, 0.0003, 0.0000, 0.0008, -0.0051, 0.0001, 0.0023, 0.0017, -0.0002, 0.0002, 0.0007, 0.0001, 0.0000, 0.0001, 0.0006, 0.0001, 0.0000, 0.0000, 0.0000, 0.0000, 0.0000, 0.0000, 0.0000, 0.0000, 0.0003, 0.0000, -0.0025, -0.0007, 0.0020, 0.0006, 0.0000, 0.0000, 0.0000, -0.0010, -0.0001, 0.0001, -0.0001, 0.0000, -0.0001], "orbital_gap_ev": [4.083, 5.689], "fmax_ev_per_a": 0.4, "total_energy_ev": -265579.789, "e_above_lowest_kcal_mol": 0.0, "molar_mass_da": 938.0, "spin_multiplicity": 5, "charge": -2}


2.
{"formula": "C2H6N4S2", "method": "the ωB97M-V functional and the def2-TZVPD basis", "species": ["C", "C", "H", "H", "H", "H", "H", "H", "N", "N", "N", "N", "S", "S"], "xyz": [[2.0593, -0.1409, -0.0384], [-1.2246, -1.2176, 0.1836], [4.1169, -0.3606, -0.1780], [3.2831, -1.7059, -0.7106], [1.0602, -1.9654, 0.0055], [-1.0343, -2.2537, 0.5214], [-3.1041, -1.3015, 0.9268], [-2.2006, 1.4449, 0.6515], [3.2433, -0.8889, -0.1290], [0.9431, -0.9517, -0.1186], [-0.3082, -0.4130, -0.0811], [-2.5685, -0.8502, 0.2015], [2.0077, 1.4659, 0.1648], [-3.0263, 0.7854, -0.2396]], "atomic_forces_ev_per_a": [[0.3, -1.6, -0.4], [-1.3, -0.7, 0.9], [-0.8, 0.0, 0.1], [-0.4, -0.2, -0.1], [-0.1, 0.7, 0.0], [-0.2, 0.3, -0.3], [-0.1, 0.2, 0.0], [-0.5, -0.3, -0.6], [0.0, 0.8, 0.2], [1.2, -0.2, 0.0], [0.7, 0.6, -0.4], [0.2, 0.8, -0.6], [0.2, 0.7, 0.1], [0.8, -0.9, 1.1]], "lowdin_charge": [-0.9570, -0.3161, 0.0865, 0.0782, 0.1422, 0.1348, 0.0655, -0.1211, 0.0432, -0.0759, 0.0037, -0.4048, 0.6113, 0.7095], "smiles": "NC(=S)N/N=C/NS", "orbital_gap_ev": 8.788, "fmax_ev_per_a": 1.8, "total_energy_ev": -29800.831, "e_above_lowest_kcal_mol": 40.0, "molar_mass_da": 150.2}


3.
{"formula": "C5H7NS2", "method": "the ωB97M-V functional and the def2-TZVPD basis", "species": ["C", "C", "C", "C", "C", "H", "H", "H", "H", "H", "H", "H", "N", "S", "S"], "xyz": [[-2.1972, -1.1228, 0.3092], [-1.0550, -0.3418, -0.5599], [1.4828, 0.2278, 0.0675], [0.5301, 1.3478, -0.0748], [-0.7830, 1.1040, -0.1836], [-3.0149, -0.2729, 0.3353], [-1.9100, -1.3796, 1.4224], [-2.3583, -2.0384, -0.2096], [-1.4113, -0.4293, -1.4821], [1.0861, 2.4586, -0.1761], [-1.6673, 1.8151, -0.0495], [4.5477, -0.0915, 0.5490], [2.5713, 0.6448, 0.3249], [0.6109, -1.1632, -0.0822], [3.5680, -0.7590, -0.1905]], "atomic_forces_ev_per_a": [[1.1, 3.3, 1.6], [1.1, -0.6, 7.4], [-7.7, 3.5, -1.1], [-0.3, 4.3, -0.1], [-0.5, 0.0, -0.1], [0.9, -2.4, -0.1], [-0.3, 0.8, -2.3], [-1.0, -0.5, -0.3], [-0.5, -0.5, -4.3], [-1.8, -3.1, 0.8], [1.6, -0.8, -0.6], [-0.1, -1.4, -0.9], [7.3, -1.1, -0.4], [-2.0, -3.2, -1.6], [2.3, 1.8, 2.2]], "lowdin_charge": [-0.1069, -0.4806, -1.0389, -0.1290, -0.1197, 0.1021, 0.0998, 0.0376, 0.0503, 0.1775, 0.1337, -0.1074, -0.2600, 0.9756, 0.6661], "orbital_gap_ev": 8.845, "fmax_ev_per_a": 8.5, "total_energy_ev": -28455.078, "e_above_lowest_kcal_mol": 87.4, "molar_mass_da": 145.3}